No. 1
11
Properties=species:S:1:pos:R:3:nbo_charge:R:1 method="wB97M-V/def2-TZVPD" smiles="C=NCC1=NN1" e_homo_ev=-9.758 lumo_ev=0.93 relative_energy_kj_mol=375.6 gap_ev=10.68 total_charge=0 e_tot_ha=-281.4470
N -1.74755 1.55812 -0.24004 -0.5051
C -0.69216 0.64239 -0.01826 0.3416
C -0.48327 -0.82859 0.00237 -0.3280
N 0.86407 -1.35570 -0.03389 -0.3849
C 1.85148 -0.56913 -0.12825 -0.0465
N -0.19136 1.77651 0.05221 -0.2345
H -2.21026 1.72961 0.65881 0.3222
H -0.98064 -1.22331 0.89793 0.2418
H -1.04237 -1.24371 -0.84565 0.2457
H 2.84940 -1.00820 -0.16271 0.1781
H 1.78267 0.52201 -0.18251 0.1697

***

No. 2
32
Properties=species:S:1:pos:R:3:nbo_charge:R:1 method="wB97M-V/def2-TZVPD" e_homo_ev=-12.754 lumo_ev=-2.61 relative_energy_kj_mol=259.0 gap_ev=10.14 total_charge=+1 e_tot_ha=-597.6954
C -2.09823 -2.33388 -0.76605 -0.1914
C -1.88290 -1.57780 -1.80919 -0.2032
C -1.96583 -1.87752 0.54169 -0.1950
C -1.29888 -0.31344 -1.57104 -0.1778
C -1.37506 -0.63603 0.75020 -0.1881
C -0.95323 0.18597 -0.32399 -0.1177
C -1.04444 2.62922 0.14128 0.0131
C -0.19112 1.39197 -0.22665 -0.0428
C -2.52808 2.34646 0.17514 -0.6484
C 2.29066 -1.56522 -0.72129 -0.7341
C 4.09847 -0.45761 0.86724 -0.7505
C 2.66496 -0.60651 0.35136 0.6247
N -0.04233 1.84406 1.12979 -0.5524
O 1.76900 0.00163 0.94212 -0.6376
H -2.49039 -3.37538 -0.82964 0.2316
H -2.18923 -1.99196 -2.75941 0.2452
H -2.11355 -2.63931 1.34795 0.2426
H -1.19513 0.51798 -2.38988 0.2187
H -1.13001 -0.35838 1.82515 0.1891
H -0.74332 3.69652 0.11014 0.2567
H -2.77871 2.24922 1.20578 0.2386
H -2.82506 1.48530 -0.35664 0.2487
H -2.92388 3.27645 -0.16547 0.2485
H 1.70358 -0.98557 -1.47290 0.2466
H 1.52344 -2.21546 -0.28936 0.2645
H 3.10168 -2.09454 -1.21439 0.2430
H 4.62155 0.45790 0.69089 0.2622
H 4.41644 -0.44664 1.99371 0.2673
H 4.50590 -1.39293 0.43131 0.2263
H 0.73965 2.25308 1.56537 0.4506
H -0.38172 1.09870 1.81834 0.4449
H 0.71576 1.43373 -0.99153 0.2759

***

No. 3
125
Properties=species:S:1:pos:R:3:lowdin_charge:R:1 method="wB97M-V/def2-TZVPD" e_homo_ev=-9.760 lumo_ev=-1.92 gap_ev=7.84 total_charge=+1 e_tot_ha=-3813.9827
In 0.70611 1.02917 0.32460 0.4974
C 1.31621 2.36766 -3.33070 -0.1136
C 0.98884 0.87192 -3.40182 -0.5429
C 0.94437 0.39038 -4.84871 -0.0975
P 2.03222 -0.06006 -2.17806 1.0253
C 3.80983 -0.01901 -2.68549 -0.5286
C 4.54418 -1.17522 -1.98992 -0.0995
C 4.19541 0.10320 -4.15951 -0.0961
C 1.40357 -1.76085 -2.39361 -0.3632
C 1.76092 -2.53207 -3.50441 -0.0983
C 1.21392 -3.78628 -3.72075 -0.0552
C 0.27613 -4.28708 -2.82793 -0.0595
C -0.08623 -3.53507 -1.72205 -0.1197
C 0.47477 -2.27132 -1.46073 -0.2804
Si -0.08766 -1.38948 0.12385 0.6010
C -1.94244 -1.85237 0.23187 -0.2894
C -2.29984 -2.99780 0.96611 -0.1036
C -3.59703 -3.49895 0.97536 -0.0633
C -4.58526 -2.86797 0.23692 -0.0626
C -4.26608 -1.72537 -0.47974 -0.1139
C -2.97465 -1.19080 -0.48759 -0.3729
P -2.68993 0.38142 -1.41193 1.0736
C -3.07935 -0.15019 -3.14821 -0.5487
C -2.12060 -1.24656 -3.61323 -0.0982
C -3.05161 1.04394 -4.10801 -0.1083
C -4.23310 1.38131 -1.06586 -0.5439
C -4.81926 1.24460 0.34226 -0.1065
C -3.95338 2.87294 -1.37638 -0.1258
C 0.73044 -2.31106 1.57977 -0.2914
C 0.92190 -3.69508 1.43179 -0.0967
C 1.21902 -4.51876 2.50869 -0.0564
C 1.30368 -3.98144 3.78440 -0.0594
C 1.19459 -2.60934 3.95135 -0.0871
C 0.95515 -1.75722 2.86375 -0.3620
P 1.25077 0.04223 2.99837 1.0184
C 3.10138 0.12367 3.12184 -0.5117
C 3.66574 -0.28073 1.74659 -0.1321
C 3.82218 -0.68436 4.19953 -0.0898
C 0.47860 0.67757 4.54840 -0.5220
C 0.23363 2.18790 4.37127 -0.1240
C 1.18810 0.44707 5.88510 -0.1043
H 0.64430 2.93766 -3.97933 0.0912
H 2.34010 2.57180 -3.66044 0.0727
H 1.20424 2.75997 -2.31767 0.0267
H -0.00594 0.73609 -2.96751 0.0533
H 1.87219 0.61348 -5.37752 0.0672
H 0.13894 0.90953 -5.37575 0.0824
H 0.75134 -0.67809 -4.93407 0.0603
H 4.14440 0.89055 -2.19144 0.0674
H 4.31122 -2.13756 -2.44770 0.0734
H 4.28643 -1.24277 -0.92867 0.0583
H 5.62414 -1.01934 -2.05979 0.0862
H 3.86815 -0.74231 -4.76701 0.0667
H 5.28714 0.14683 -4.23112 0.0856
H 3.80513 1.01538 -4.61444 0.0601
H 2.47409 -2.14603 -4.22131 0.0913
H 1.50807 -4.36278 -4.59044 0.1122
H -0.17647 -5.25744 -2.99597 0.1120
H -0.83606 -3.94238 -1.04989 0.0990
H -1.54646 -3.52683 1.54300 0.0934
H -3.82937 -4.38755 1.55296 0.1111
H -5.59891 -3.25439 0.22677 0.1124
H -5.05350 -1.22698 -1.03866 0.1064
H -4.09445 -0.55741 -3.12999 0.1027
H -1.07892 -0.90326 -3.60238 0.0453
H -2.36426 -1.53909 -4.63992 0.0924
H -2.18193 -2.13648 -2.98571 0.0679
H -2.08323 1.55648 -4.07294 0.0658
H -3.82927 1.77851 -3.88839 0.0652
H -3.20815 0.70108 -5.13540 0.0857
H -4.98344 1.01787 -1.77255 0.0976
H -4.13283 1.61635 1.10915 0.0675
H -5.09407 0.22063 0.59302 0.0549
H -5.72645 1.85184 0.42040 0.0923
H -3.73978 3.43282 -0.45791 0.0749
H -4.82754 3.35264 -1.82433 0.0855
H -3.11601 3.02728 -2.05903 0.0552
H 0.81766 -4.14533 0.45153 0.0904
H 1.36641 -5.58151 2.35279 0.1131
H 1.49343 -4.61945 4.63976 0.1130
H 1.32178 -2.19383 4.94131 0.0881
H 3.29585 1.18700 3.28344 0.0828
H 3.50960 -1.34955 1.57006 0.0848
H 4.73968 -0.08631 1.70632 0.0902
H 3.21765 0.26535 0.91049 0.0068
H 3.62474 -1.75375 4.09463 0.0745
H 3.56992 -0.38270 5.21296 0.0574
H 4.90013 -0.54436 4.07316 0.0881
H -0.49669 0.18974 4.58054 0.0939
H 1.18356 2.73258 4.36817 0.0682
H -0.36025 2.56873 5.20522 0.0897
H -0.29133 2.43109 3.44697 0.0469
H 2.11154 1.02789 5.94231 0.0796
H 1.42549 -0.59380 6.09598 0.0557
H 0.53629 0.79994 6.68797 0.0874
O -1.22205 2.28167 1.05373 -0.1542
H -1.88160 2.41501 0.35972 0.0182
H -1.57859 1.55864 1.61788 0.0059
O -2.16361 0.10814 2.56785 -0.0472
H -1.73643 -0.66753 2.95291 0.0488
H -3.00616 -0.22564 2.23327 0.0587
C -0.42630 6.94797 0.00205 -0.0810
C -0.37440 6.40121 1.27797 -0.0765
C 0.39581 5.26691 1.51793 -0.1102
C 1.12327 4.65848 0.48678 -0.3344
C 1.05994 5.22763 -0.79219 -0.1005
C 0.29421 6.36128 -1.03349 -0.0773
Si 2.10074 3.12688 0.87709 0.6330
C 3.83339 3.13440 0.21340 -0.3256
C 4.12529 3.32418 -1.14349 -0.1137
C 5.43898 3.35290 -1.59744 -0.0798
C 6.48782 3.18012 -0.70090 -0.0748
C 6.22077 2.99451 0.64901 -0.0735
C 4.90516 2.97894 1.10113 -0.1132
H -1.01900 7.83547 -0.18446 0.1052
H -0.92644 6.86142 2.08832 0.1054
H 0.42763 4.85113 2.52202 0.0911
H 1.62355 4.79892 -1.61437 0.0775
H 0.26390 6.79189 -2.02794 0.1056
H 2.22106 3.07570 2.35060 -0.0114
H 3.32362 3.45883 -1.86078 0.0670
H 5.64543 3.51283 -2.65084 0.1097
H 7.51245 3.19973 -1.05339 0.1073
H 7.03734 2.87725 1.35314 0.1076
H 4.71266 2.84999 2.16363 0.0925

***

No. 4
50
Properties=species:S:1:pos:R:3:nbo_charge:R:1 method="wB97M-V/def2-TZVPD" e_homo_ev=-14.535 lumo_ev=-7.55 relative_energy_kj_mol=0.0 gap_ev=6.98 total_charge=+2 e_tot_ha=-2164.2160
Ti -0.27280 0.04288 0.33054 1.7593
C -1.65965 -4.91760 -1.30966 -0.2502
O -0.55433 -4.17176 -0.75558 -0.4949
C -0.62088 -3.96432 0.57634 0.2566
C -0.56183 -5.00779 1.49975 -0.1614
C -0.58528 -4.77572 2.86853 -0.1951
C -0.65281 -3.48181 3.34759 -0.1231
C -0.68378 -2.41036 2.45021 -0.2021
C -0.80500 -1.07437 2.97642 0.2351
N -0.76209 -0.05477 2.19609 -0.3482
N -0.93224 1.28692 2.56911 -0.3688
C -1.44206 1.92504 1.54576 0.5531
O -1.64306 1.25913 0.39473 -0.6219
C -1.72343 3.35789 1.60443 -0.1402
C -1.60214 4.03951 2.82151 -0.1969
C -1.84638 5.40024 2.86743 -0.2084
C -2.21891 6.07714 1.70877 -0.1460
C -2.34681 5.39845 0.50473 -0.2021
C -2.09749 4.03563 0.44623 -0.1624
C -0.67157 -2.67557 1.06810 0.3331
O -0.74160 -1.61322 0.17780 -0.5834
H -1.42110 -5.08309 -2.35404 0.2213
H -2.58234 -4.34479 -1.21909 0.1868
H -1.76926 -5.87947 -0.80931 0.1862
H -0.49087 -6.01945 1.12034 0.2510
H -0.54433 -5.60882 3.55574 0.2521
H -0.67645 -3.28611 4.41193 0.2371
H -0.96088 -0.91558 4.04046 0.2443
H -1.35717 3.49941 3.72728 0.2388
H -1.77457 5.93100 3.80732 0.2418
H -2.42486 7.13872 1.75158 0.2431
H -2.65082 5.92874 -0.38746 0.2439
H -2.20590 3.50122 -0.48752 0.2397
O 1.63004 -0.08318 1.03729 -0.6119
C 1.76820 1.15413 0.76747 0.7781
O 1.01399 1.65613 -0.11387 -0.6561
C 2.72829 2.01656 1.54576 -0.1492
N 2.00319 3.31090 1.89078 -0.5034
C 2.35148 4.30610 0.79681 -0.2183
C 3.81657 4.00114 0.54886 -0.4314
C 3.94633 2.47096 0.70181 -0.4114
H 2.99150 1.50295 2.46527 0.2670
H 2.36512 3.65687 2.78009 0.4436
H 0.99177 3.18916 2.01311 0.4617
H 2.12522 5.30577 1.15685 0.2502
H 1.71178 4.05902 -0.04551 0.2444
H 4.44117 4.51245 1.28210 0.2365
H 4.12396 4.34365 -0.43593 0.2707
H 4.86675 2.19094 1.20564 0.2626
H 3.93588 1.97236 -0.26581 0.2486

***

No. 5
66
Properties=species:S:1:pos:R:3:nbo_charge:R:1 method="wB97M-V/def2-TZVPD" smiles="COc1ccccc1N1CCN(C(=O)CCCNC(=O)Cn2cnc3sc(C)c(C)c3c2=O)CC1" e_homo_ev=-7.464 lumo_ev=0.50 relative_energy_kj_mol=36.3 gap_ev=7.96 total_charge=0 e_tot_ha=-1944.2473
C 1.32045 -0.64726 -2.75976 -0.2545
H 1.83643 0.29609 -2.93514 0.2129
O 0.00621 -0.31541 -2.37996 -0.5467
C -0.87170 -1.34050 -2.09246 0.3163
C -0.47772 -2.66775 -2.03544 -0.2923
C -1.36887 -3.66838 -1.68321 -0.2305
C -2.67675 -3.34318 -1.38838 -0.2225
C -3.08893 -2.02695 -1.46981 -0.2381
C -2.21558 -0.99722 -1.82451 0.1193
N -2.72703 0.28948 -1.91083 -0.4384
C -3.66714 0.76903 -0.92042 -0.2157
H -3.68728 0.06554 -0.08662 0.2181
C -3.21288 2.15119 -0.40514 -0.2412
N -1.76951 2.22937 -0.49825 -0.4393
C -1.03799 1.84091 0.57173 0.7043
O -1.56747 1.61637 1.64798 -0.6548
C 0.46592 1.74670 0.39915 -0.5167
H 0.70213 1.14861 -0.48182 0.2295
H 0.83660 1.22130 1.27783 0.2431
C 1.13457 3.12408 0.31922 -0.3987
H 1.16377 3.55665 1.32094 0.2105
H 0.55489 3.79595 -0.31614 0.2129
C 2.55544 3.04033 -0.24683 -0.2238
N 3.33633 2.00654 0.39524 -0.6184
C 3.89393 1.00287 -0.29647 0.6673
O 3.92190 0.92916 -1.50867 -0.6411
C 4.46363 -0.11879 0.59387 -0.3037
N 3.35471 -0.98958 0.93700 -0.4068
C 3.07136 -2.07550 0.17469 0.2850
N 2.01767 -2.80460 0.28615 -0.4716
C 1.12918 -2.41819 1.22269 0.0286
C 1.31681 -1.34877 2.09972 -0.2315
C 0.19442 -1.13329 2.95033 -0.0155
C -0.80446 -2.02616 2.69830 -0.1507
S -0.40036 -3.17148 1.44604 0.4695
C -2.14063 -2.06489 3.34763 -0.6505
H -2.04630 -2.27997 4.41251 0.2240
H -2.76579 -2.82617 2.88953 0.2218
H -2.62320 -1.09319 3.24294 0.2377
C 0.08078 -0.03279 3.94901 -0.6675
H 1.05477 0.41072 4.13030 0.2461
H -0.33115 -0.40367 4.88521 0.2113
H -0.59056 0.73255 3.55732 0.2606
C 2.51570 -0.56824 1.98234 0.6626
O 2.83454 0.40918 2.64828 -0.6713
H 3.79404 -2.33429 -0.58670 0.1979
H 5.21168 -0.68153 0.03555 0.2304
H 4.89006 0.28624 1.51383 0.2438
H 3.26780 1.92250 1.40416 0.4338
H 3.05658 4.00692 -0.12341 0.1985
H 2.53397 2.79579 -1.31254 0.2243
C -1.32642 2.31933 -1.87036 -0.2159
H -1.46856 3.34709 -2.22860 0.1869
C -2.17188 1.33638 -2.72178 -0.2246
H -1.56659 0.90729 -3.51616 0.2347
H -3.01079 1.87403 -3.18317 0.1840
H -0.27504 2.06443 -1.95097 0.2204
H -3.63950 2.96015 -1.00373 0.1904
H -3.50126 2.28282 0.63774 0.2517
H -4.67977 0.84764 -1.34315 0.1819
H -4.12210 -1.78380 -1.27509 0.2120
H -3.38329 -4.10975 -1.10853 0.2116
H -1.02696 -4.68994 -1.63323 0.2150
H 0.54637 -2.93855 -2.23276 0.2281
H 1.84728 -1.19009 -1.96985 0.1771
H 1.33352 -1.24337 -3.67734 0.1783

***

No. 6
9
Properties=species:S:1:pos:R:3:nbo_charge:R:1 method="wB97M-V/def2-TZVPD" e_homo_ev=-10.144 lumo_ev=-1.45 relative_energy_kj_mol=323.5 gap_ev=8.69 total_charge=0 e_tot_ha=-1500.9633
C -0.02499 1.25779 1.20245 -0.1431
N -0.57303 -0.66170 0.52317 -0.9542
O 0.01773 0.23338 -1.86051 -0.9737
O 1.61478 -1.02964 -0.56411 -0.9671
S -0.97260 1.88853 2.26385 0.2994
S 0.24661 -0.81253 -0.87940 2.1075
Cl 1.39331 1.60471 0.50066 0.2746
H -1.55307 -0.53964 0.35596 0.3728
H -0.14873 -1.94091 -1.54207 -0.0161